Entry 1:
Entry from the OMol25 dataset: a molecular structure, C18H27ClN2SSn (the ωB97M-V functional and the def2-TZVPD basis).

## Properties
* maximum force: 2.591 eV Å⁻¹
* E: -1883.5775 hartree
* total charge: +2
* HOMO level: -0.5471 hartree
* LUMO level: -9.953 eV
* HOMO-LUMO gap: 0.181 hartree

Element x y z (Å)
C: 0.25 0.05 -5.53
C: 1.63 0.61 -5.91
C: 0.04 -1.29 -6.24
C: -0.83 1.04 -5.96
Cl: 0.18 -0.18 -3.81
H: 0.08 -1.14 -7.33
H: -0.94 -1.71 -5.99
H: 0.81 -2.01 -5.96
H: 1.69 0.75 -6.99
H: 2.43 -0.09 -5.61
H: 1.82 1.57 -5.43
H: -0.79 1.18 -7.05
H: -0.70 2.02 -5.49
H: -1.83 0.67 -5.70
C: 1.99 -2.04 1.97
C: 1.52 -3.20 1.26
C: 1.52 -2.91 -0.12
H: 1.28 -4.16 1.71
C: 1.94 -1.56 -0.31
C: 2.31 -1.03 0.98
H: 2.84 -0.10 1.17
H: 2.28 -2.02 3.02
H: 1.31 -3.61 -0.92
H: 2.14 -1.06 -1.26
C: -2.11 0.08 1.37
C: -2.35 -1.25 1.88
C: -2.47 -2.13 0.76
H: -2.55 -1.50 2.93
C: -2.24 -1.40 -0.42
C: -1.93 -0.04 -0.06
H: -1.76 0.79 -0.74
H: -2.21 1.01 1.92
H: -2.79 -3.17 0.81
H: -2.35 -1.76 -1.44
Sn: 0.03 -0.78 1.16
S: 0.65 1.81 1.29
C: 0.45 1.90 3.01
N: 0.07 3.08 3.52
C: -0.56 3.24 4.83
C: -0.04 2.20 5.79
C: -0.10 0.82 5.17
N: 0.56 0.85 3.86
H: 0.03 3.84 2.85
H: -1.65 3.14 4.72
H: -0.34 4.25 5.16
H: -0.62 2.22 6.71
H: 1.00 2.44 6.04
H: -1.15 0.49 5.05
H: 0.41 0.07 5.79
H: 1.06 0.01 3.56

Here are the Löwdin charges for atoms 1 to 5, given in e: C -1.0144; C -0.1152; C -0.1160; C -0.1154; Cl 0.6320

---

Entry 2:
Entry from the OMol25 dataset: a molecular structure, C31H50BN5O4S4SiV (the ωB97M-V functional and the def2-TZVPD basis).

## Properties
* maximum force: 1.279 eV Å⁻¹
* E: -4637.1007 hartree
* total charge: +1
* HOMO level (spin up / spin down): -0.4058 / -0.4058 hartree
* LUMO level (spin up / spin down): -4.991 / -4.990 eV
* relative energy (zero: lowest compared OMol25 entry of this formula, charge and spin): 0.7 kcal/mol
* HOMO-LUMO gap (spin up / spin down): 0.222 / 0.222 hartree

Element x y z (Å)
V: -0.45 0.91 -0.41
C: 1.76 2.14 -4.28
C: 0.73 2.00 -3.21
N: 0.87 1.17 -2.22
N: 2.03 0.44 -2.27
C: 2.49 0.06 -1.15
S: 1.63 0.30 0.34
S: 4.09 -0.67 -1.06
C: 4.98 0.83 -0.47
C: 4.67 2.04 -1.31
C: 3.73 2.97 -0.87
C: 3.42 4.07 -1.66
C: 4.04 4.25 -2.89
C: 4.97 3.31 -3.33
C: 5.28 2.21 -2.55
C: -0.45 2.86 -3.31
C: -0.63 3.75 -4.39
C: -1.76 4.53 -4.48
C: -2.76 4.46 -3.51
C: -2.63 3.60 -2.44
C: -1.48 2.81 -2.36
O: -1.36 1.98 -1.34
H: 2.62 1.51 -4.10
H: 2.09 3.18 -4.32
H: 1.33 1.89 -5.25
H: 6.03 0.56 -0.54
H: 4.74 1.00 0.58
H: 3.24 2.85 0.08
H: 2.69 4.79 -1.31
H: 3.81 5.11 -3.50
H: 5.46 3.45 -4.28
H: 6.00 1.48 -2.90
H: 0.12 3.83 -5.16
H: -1.87 5.21 -5.32
H: -3.64 5.09 -3.59
H: -3.38 3.52 -1.67
C: 0.90 5.01 4.15
N: 0.40 4.70 2.83
C: 0.79 3.67 2.08
N: 1.66 2.80 2.60
S: 0.18 3.53 0.50
H: 0.41 5.91 4.51
H: 1.98 5.19 4.13
H: 0.68 4.20 4.85
H: -0.25 5.33 2.39
H: 1.94 2.84 3.56
H: 1.92 2.00 2.04
B: -3.79 1.29 2.43
C: -2.45 1.05 1.73
N: -1.40 0.90 1.23
H: -3.84 0.52 3.35
H: -3.81 2.44 2.75
H: -4.60 1.03 1.57
C: -1.40 -1.79 3.82
C: -0.09 -2.12 3.12
C: 0.28 -3.58 3.30
C: 1.03 -1.21 3.61
O: -0.21 -1.84 1.68
Si: -1.18 -2.45 0.56
S: -1.10 -0.99 -1.16
O: -0.82 -3.86 -0.13
C: 0.33 -4.49 -0.73
C: 1.54 -3.57 -0.69
C: -0.06 -4.79 -2.17
C: 0.59 -5.77 0.05
O: -2.70 -2.41 1.05
C: -3.89 -3.16 0.66
C: -5.05 -2.45 1.36
C: -4.05 -3.10 -0.85
C: -3.75 -4.59 1.16
H: -1.26 -1.83 4.90
H: -2.18 -2.49 3.55
H: -1.73 -0.79 3.55
H: 0.40 -3.81 4.36
H: 1.22 -3.81 2.79
H: -0.50 -4.23 2.90
H: 1.18 -1.35 4.68
H: 0.76 -0.17 3.43
H: 1.96 -1.43 3.09
H: 1.35 -2.66 -1.27
H: 2.40 -4.07 -1.12
H: 1.78 -3.28 0.34
H: -0.29 -3.87 -2.71
H: -0.94 -5.43 -2.19
H: 0.75 -5.30 -2.69
H: 0.83 -5.55 1.08
H: 1.42 -6.32 -0.39
H: -0.30 -6.41 0.02
H: -5.15 -1.43 1.00
H: -4.87 -2.42 2.44
H: -5.98 -2.99 1.18
H: -4.09 -2.06 -1.19
H: -4.99 -3.58 -1.15
H: -3.23 -3.61 -1.35
H: -3.66 -4.61 2.24
H: -2.86 -5.06 0.72
H: -4.62 -5.18 0.87

Here are the Löwdin charges for atoms 1 to 5, given in e: V 0.3876; C 0.0034; C -0.1839; N -0.0309; N -0.0195

---

Entry 3:
Entry from the OMol25 dataset: 2 unconnected molecules or ions with the total composition C5H14NOS (the ωB97M-V functional and the def2-TZVPD basis).

## Properties
* maximum force: 1.936 eV Å⁻¹
* E: -727.0573 hartree
* total charge: -1
* HOMO level: -0.1249 hartree
* LUMO level: 3.516 eV
* relative energy (zero: lowest compared OMol25 entry of this formula, charge and spin): 46.5 kcal/mol
* HOMO-LUMO gap: 0.254 hartree

Element x y z (Å)
C: 1.12 -0.86 -2.65
C: 1.31 0.18 -1.52
S: 0.44 1.71 -1.96
C: -0.05 2.15 -0.25
H: 1.83 -1.68 -2.59
H: 1.27 -0.40 -3.65
H: 0.05 -1.25 -2.61
H: 2.39 0.40 -1.31
H: 0.78 -0.29 -0.63
H: -0.38 1.18 0.29
H: 0.78 2.60 0.32
H: -0.88 2.88 -0.26
C: -2.00 -1.10 3.02
N: -0.61 -1.43 2.98
C: -0.10 -1.60 1.51
O: -0.45 -0.67 0.58
H: -2.30 -0.09 2.59
H: -2.26 -1.15 4.08
H: -2.55 -1.90 2.44
H: -0.03 -0.73 3.46
H: -0.55 -2.56 1.28
H: 0.97 -1.69 1.75

Here are the Löwdin charges for atoms 1 to 5, given in e: C -0.2101; C -0.5951; S 0.7071; C -0.4502; H 0.0483

---

Q: Among the records above, which one has the highest E?
A: C5H14NOS

---

Q: Which of these has the lowest total charge?
A: C5H14NOS